1.
C6H16ClCoO6S2 | ωB97M-V/def2-TZVPD

Element x y z (Å)
1 Co 2.252 -0.013 1.409
2 Cl 3.237 1.231 2.686
3 O 0.329 -0.536 2.408
4 S -1.059 -0.127 2.271
5 O -1.113 1.265 1.751
6 O -1.786 -1.072 1.313
7 C -2.297 -1.023 -0.144
8 C -3.810 -1.401 -0.292
9 C -1.884 -0.408 3.851
10 H -1.667 -1.747 -0.587
11 H -2.114 -0.057 -0.606
12 H -4.324 -0.875 0.516
13 H -4.049 -2.472 -0.381
14 H -4.171 -1.016 -1.232
15 H -2.929 -0.096 3.723
16 H -1.339 0.093 4.628
17 H -1.744 -1.475 4.098
18 O 3.200 -0.102 -0.531
19 S 2.037 -0.433 -1.328
20 O 0.992 -0.758 -0.369
21 O 1.602 0.661 -2.309
22 C 1.010 1.984 -1.923
23 C 2.070 2.957 -1.413
24 C 2.390 -1.807 -2.383
25 H 0.239 1.793 -1.247
26 H 0.466 2.261 -2.794
27 H 1.708 3.340 -0.457
28 H 2.272 3.746 -2.107
29 H 2.993 2.373 -1.172
30 H 2.599 -2.459 -1.476
31 H 3.330 -1.607 -2.935
32 H 1.561 -2.218 -2.966

Values from the calculation:
<S²>: 3.759
HOMO (alpha / beta) in eV: -13.8238 / -13.6509
Spin multiplicity: 4
Gap between HOMO and LUMO (alpha / beta) in eV: 11.083 / 9.528
Energy in Eh: -3328.7034
Net charge: +1

2.
C6H16ClNSi | ωB97M-V/def2-TZVPD

Element x y z (Å)
1 C 0.476 1.522 -1.370
2 C -1.437 1.665 0.240
3 C 0.916 2.174 0.949
4 C -1.261 -2.468 1.037
5 C 1.362 -2.618 -0.596
6 C 0.042 1.228 0.083
7 N 0.347 -0.007 0.490
8 Si -0.113 -1.441 -0.235
9 Cl 3.260 0.164 -0.036
10 H 0.127 0.798 -2.157
11 H 0.141 2.378 -1.811
12 H 1.470 1.648 -1.500
13 H -2.167 1.151 -0.612
14 H -1.626 2.661 0.050
15 H -1.912 1.250 1.216
16 H 1.725 1.602 1.179
17 H 1.255 3.127 0.433
18 H 0.199 2.455 1.814
19 H -0.644 -2.568 2.003
20 H -2.205 -2.033 1.128
21 H -1.258 -3.433 0.729
22 H 2.283 -2.297 -0.065
23 H 1.118 -3.686 -0.244
24 H 1.555 -2.601 -1.666
25 H -0.780 -1.305 -1.424

Values from the calculation:
HOMO (alpha / beta) in eV: -9.4717 / -9.4228
Gap between HOMO and LUMO (alpha / beta) in eV: 5.768 / 5.699
Energy relative to the best compared isomer or geometry (same formula, charge and spin) in kcal per mole: 182.6
Energy in Eh: -1042.4551
Net charge: 0

3.
C6H16F2FeN3O7P2Se | ωB97M-V/def2-TZVPD

Element x y z (Å)
1 Fe 0.877 -0.635 -0.028
2 N 0.186 -0.896 2.057
3 C 1.017 -0.034 2.910
4 C 2.433 -0.109 2.387
5 N 2.419 0.234 0.949
6 H -0.797 -0.772 2.265
7 H 0.407 -1.877 2.208
8 H 0.988 -0.334 3.960
9 H 0.634 0.984 2.831
10 H 2.808 -1.131 2.470
11 H 3.100 0.548 2.947
12 H 3.319 0.022 0.529
13 H 2.239 1.227 0.821
14 C -2.905 -0.087 0.190
15 C -2.355 0.787 -0.938
16 O -3.398 1.556 -1.528
17 P -1.111 1.955 -0.350
18 O -0.859 3.005 -1.490
19 O -1.717 2.827 0.824
20 O 0.107 1.261 0.150
21 P -1.575 -0.309 -2.195
22 O -0.950 0.809 -3.218
23 O -2.648 -1.055 -2.873
24 O -0.403 -0.980 -1.521
25 H -3.357 0.529 0.967
26 H -2.128 -0.721 0.611
27 H -3.668 -0.743 -0.230
28 H -3.837 0.979 -2.171
29 H -0.772 2.549 -2.354
30 H -2.407 3.438 0.532
31 H -1.276 0.660 -4.114
32 Se 2.778 -5.051 0.158
33 C 1.898 -3.530 0.121
34 N 1.316 -2.514 0.104
35 F 3.436 -1.033 -1.152
36 C 2.157 -0.703 -1.510
37 F 2.243 0.550 -2.065
38 H 1.799 -1.409 -2.254

Values from the calculation:
<S²>: 0.813
HOMO (alpha / beta) in eV: -7.5525 / -7.5417
Spin multiplicity: 2
Gap between HOMO and LUMO (alpha / beta) in eV: 7.580 / 7.535
Energy relative to the best compared isomer or geometry (same formula, charge and spin) in kcal per mole: 0.0
Energy in Eh: -5477.0026
Net charge: 0

4.
C6H16N | ωB97M-V/def2-TZVPD

Element x y z (Å)
1 C 2.289 0.296 0.220
2 C 1.032 -0.630 0.160
3 C -0.148 0.195 -0.348
4 C -1.566 -0.095 0.076
5 C -2.605 0.430 -0.884
6 C -1.883 0.835 1.402
7 N 1.378 -1.886 -0.403
8 H 2.629 0.526 -0.813
9 H 1.933 1.249 0.721
10 H 3.080 -0.280 0.690
11 H 0.786 -0.850 1.197
12 H 6.342 3.573 -1.132
13 H -0.062 0.522 -1.396
14 H -1.730 -1.177 0.242
15 H -2.430 -0.060 -1.857
16 H -2.322 1.480 -1.101
17 H -3.655 0.327 -0.608
18 H -1.031 1.511 1.443
19 H -2.823 1.332 1.234
20 H -1.944 0.219 2.319
21 H 1.731 -1.902 -1.353
22 H 6.058 3.571 -0.446
23 H 1.072 -2.765 -0.024

Values from the calculation:
<S²>: 0.754
HOMO (alpha / beta) in eV: -7.8529 / -8.7570
Spin multiplicity: 2
Gap between HOMO and LUMO (alpha / beta) in eV: 9.020 / 9.188
Energy relative to the best compared isomer or geometry (same formula, charge and spin) in kcal per mole: 36.0
Energy in Eh: -292.8264
Net charge: 0

5.
C6H16N | ωB97M-V/def2-TZVPD

Element x y z (Å)
1 C 2.916 0.023 0.585
2 C 2.046 0.436 -0.640
3 C 0.978 -0.517 -0.836
4 C -0.278 -0.306 -1.517
5 C -0.923 1.098 -1.285
6 C -1.523 1.137 0.117
7 N -0.506 1.132 1.181
8 H 3.489 -0.851 0.296
9 H 2.300 -0.246 1.434
10 H 3.578 0.822 0.851
11 H 1.552 1.379 -0.434
12 H 2.718 0.370 -1.507
13 H 0.167 0.404 0.944
14 H 1.213 -1.583 -0.715
15 H -1.076 -0.983 -1.290
16 H -0.063 -0.436 -2.595
17 H -1.737 1.198 -1.999
18 H -0.194 1.883 -1.456
19 H -2.138 2.004 0.236
20 H -2.126 0.223 0.202
21 H -4.679 -4.097 3.547
22 H -4.768 -3.975 2.822
23 H -0.947 0.884 2.059

Values from the calculation:
HOMO in eV: -13.7289
Gap between HOMO and LUMO in eV: 6.946
Energy relative to the best compared isomer or geometry (same formula, charge and spin) in kcal per mole: 87.8
Energy in Eh: -292.5844
Net charge: +1

6.
C6H16N2 | ωB97M-V/def2-TZVPD

Element x y z (Å)
1 C -0.770 0.586 -0.027
2 C 0.020 0.711 1.214
3 C -0.348 -1.894 -0.447
4 C 1.104 -0.292 -1.423
5 C -2.238 0.230 0.253
6 C 2.157 0.073 1.103
7 N -0.191 -0.529 -0.947
8 N -0.653 1.789 -0.850
9 H -0.969 2.595 -0.323
10 H -1.230 1.700 -1.680
11 H 0.433 1.681 1.444
12 H -0.301 0.115 2.058
13 H -1.382 -2.093 -0.180
14 H 0.289 -2.102 0.423
15 H -0.069 -2.584 -1.244
16 H 1.163 0.533 -2.129
17 H 1.623 -1.183 -1.765
18 H 1.748 0.032 -0.403
19 H -2.736 -0.057 -0.677
20 H -2.735 1.110 0.661
21 H -2.348 -0.578 0.976
22 H 2.008 -0.242 2.132
23 H 2.563 1.079 1.082
24 H 2.862 -0.679 0.746

Values from the calculation:
HOMO in eV: -7.5354
Gap between HOMO and LUMO in eV: 8.256
Energy relative to the best compared isomer or geometry (same formula, charge and spin) in kcal per mole: 109.2
Energy in Eh: -347.5507
Net charge: 0

7.
C6H16N2 | ωB97M-V/def2-TZVPD

Element x y z (Å)
1 C -0.511 -0.609 -0.119
2 C 0.900 -1.324 -1.125
3 C 2.203 -0.801 -0.576
4 C 3.034 -1.741 0.246
5 N 2.664 0.371 -0.767
6 N 1.981 1.283 -1.523
7 H -0.740 -1.424 0.571
8 H -0.183 0.245 0.486
9 H -0.601 -1.075 -1.286
10 H 0.893 -1.181 -2.210
11 H 0.832 -2.401 -0.981
12 H 2.433 -2.215 1.020
13 H 3.449 -2.529 -0.383
14 H 3.851 -1.203 0.716
15 H 0.967 1.198 -1.556
16 H 2.274 2.216 -1.277
17 C -3.141 0.672 1.019
18 C -2.731 2.130 1.164
19 H -3.038 0.136 1.965
20 H -4.179 0.586 0.693
21 H -2.470 0.148 0.301
22 H -1.675 2.208 1.414
23 H -3.292 2.626 1.965
24 H -2.919 2.685 0.243

Values from the calculation:
SMILES: CC/C(C)=N\N.CC
HOMO in eV: -8.1777
Gap between HOMO and LUMO in eV: 9.021
Energy relative to the best compared isomer or geometry (same formula, charge and spin) in kcal per mole: 115.0
Energy in Eh: -347.5415
Net charge: 0

8.
C6H16N2 | ωB97M-V/def2-TZVPD

Element x y z (Å)
1 C 1.810 -2.108 -1.126
2 C 0.914 -1.138 -1.886
3 C 0.592 0.123 -1.084
4 C -0.345 -0.134 0.103
5 N 0.399 -0.680 1.224
6 N -1.137 1.070 0.374
7 C -0.380 2.186 0.902
8 C -2.317 0.820 1.174
9 H 1.964 -3.016 -1.705
10 H 1.357 -2.363 -0.173
11 H 2.780 -1.655 -0.933
12 H 1.411 -0.841 -2.814
13 H -0.018 -1.637 -2.157
14 H 0.098 0.846 -1.735
15 H 1.527 0.560 -0.727
16 H -1.073 -0.900 -0.193
17 H -0.215 -0.862 2.010
18 H 1.120 -0.033 1.523
19 H 0.490 2.367 0.277
20 H -1.012 3.074 0.879
21 H -0.049 2.035 1.943
22 H -2.883 0.000 0.734
23 H -2.939 1.715 1.166
24 H -2.093 0.571 2.224

Values from the calculation:
SMILES: CCC[C@@H](N)N(C)C
HOMO in eV: -8.3868
Gap between HOMO and LUMO in eV: 9.430
Energy relative to the best compared isomer or geometry (same formula, charge and spin) in kcal per mole: 12.8
Energy in Eh: -347.7044
Net charge: 0

9.
C6H16N2 | ωB97M-V/def2-TZVPD

Element x y z (Å)
1 C 2.362 -0.519 0.208
2 C 0.801 -0.599 -0.008
3 C 0.569 -0.160 -1.484
4 C -0.727 -0.940 -2.049
5 C 0.790 1.373 -1.546
6 N 0.315 0.419 0.899
7 C -0.517 -0.164 2.137
8 N -1.833 0.000 2.507
9 H 2.899 -1.162 -0.535
10 H 2.793 0.464 0.038
11 H 2.700 -0.837 1.128
12 H 0.508 -1.700 0.033
13 H 1.134 -0.689 -2.205
14 H -1.596 -1.070 -1.316
15 H -0.405 -1.943 -2.467
16 H -4.183 2.383 2.376
17 H 1.647 1.376 -2.031
18 H -0.053 1.728 -1.920
19 H 0.285 1.324 -0.065
20 H -0.870 -0.314 -2.944
21 H -0.237 -1.231 2.093
22 H 0.112 0.567 2.811
23 H -2.390 -0.119 1.697
24 H -4.104 1.815 2.642

Values from the calculation:
HOMO in eV: -7.9171
Gap between HOMO and LUMO in eV: 4.877
Energy relative to the best compared isomer or geometry (same formula, charge and spin) in kcal per mole: 278.1
Energy in Eh: -347.2816
Net charge: 0

10.
C6H16N2O | ωB97M-V/def2-TZVPD

Element x y z (Å)
1 C 0.630 -2.814 0.463
2 C 0.762 -1.504 1.209
3 N 0.822 -0.038 0.236
4 C 1.761 -0.236 -0.850
5 C -0.496 0.280 0.000
6 C -1.202 0.871 1.209
7 O -1.275 -0.678 -0.657
8 N -0.195 1.558 -1.217
9 C -0.808 2.854 -1.030
10 H 1.449 -2.951 -0.241
11 H 0.665 -3.655 1.161
12 H -0.310 -2.882 -0.083
13 H 1.733 -1.394 1.691
14 H -0.003 -1.390 1.975
15 H 1.389 -0.891 -1.644
16 H 2.019 0.741 -1.254
17 H 2.678 -0.645 -0.424
18 H -0.558 1.597 1.695
19 H -1.473 0.101 1.930
20 H -2.140 1.329 0.899
21 H -1.947 -1.040 -0.072
22 H -0.616 1.131 -2.041
23 H -1.867 2.809 -0.729
24 H -0.765 3.440 -1.955
25 H -0.254 3.407 -0.270

Values from the calculation:
SMILES: CCN(C)[C@](C)(O)NC
HOMO in eV: -8.3737
Gap between HOMO and LUMO in eV: 9.155
Energy relative to the best compared isomer or geometry (same formula, charge and spin) in kcal per mole: 74.7
Energy in Eh: -422.8677
Net charge: 0

What did the second record say?
C6H16ClNSi | ωB97M-V/def2-TZVPD

Element x y z (Å)
1 C 0.476 1.522 -1.370
2 C -1.437 1.665 0.240
3 C 0.916 2.174 0.949
4 C -1.261 -2.468 1.037
5 C 1.362 -2.618 -0.596
6 C 0.042 1.228 0.083
7 N 0.347 -0.007 0.490
8 Si -0.113 -1.441 -0.235
9 Cl 3.260 0.164 -0.036
10 H 0.127 0.798 -2.157
11 H 0.141 2.378 -1.811
12 H 1.470 1.648 -1.500
13 H -2.167 1.151 -0.612
14 H -1.626 2.661 0.050
15 H -1.912 1.250 1.216
16 H 1.725 1.602 1.179
17 H 1.255 3.127 0.433
18 H 0.199 2.455 1.814
19 H -0.644 -2.568 2.003
20 H -2.205 -2.033 1.128
21 H -1.258 -3.433 0.729
22 H 2.283 -2.297 -0.065
23 H 1.118 -3.686 -0.244
24 H 1.555 -2.601 -1.666
25 H -0.780 -1.305 -1.424

Values from the calculation:
HOMO (alpha / beta) in eV: -9.4717 / -9.4228
Gap between HOMO and LUMO (alpha / beta) in eV: 5.768 / 5.699
Energy relative to the best compared isomer or geometry (same formula, charge and spin) in kcal per mole: 182.6
Energy in Eh: -1042.4551
Net charge: 0

Question: energy of number 9 (C6H16N2)?
Answer: -347.2816 Eh